Formula: C5H6NO
Source: OMol25
Level of theory: ωB97M-V/def2-TZVPD

CARTESIAN COORDINATES (ANGSTROEM)
N (0.96, 0.47, 0.10)
C (-0.30, -0.74, -1.47)
C (-1.69, -0.43, -1.01)
H (-1.97, 0.66, -0.63)
H (-0.95, -1.46, 0.87)
H (-2.40, -0.76, -1.78)
O (-0.34, -2.04, -1.06)
C (1.16, 1.67, 0.29)
H (2.77, 0.24, 1.27)
H (1.09, 2.74, 0.06)
C (1.72, 0.66, 1.34)
C (-1.19, -1.45, -0.18)
H (1.15, 0.45, 2.19)

Calculated values
Lowest unoccupied orbital energy (spin up / spin down) in eV: -5.953 / -5.954
Orbital gap (spin up / spin down) in eV: 8.24 / 8.24
Net charge: +1

***

Formula: HO3P2S2
Source: OMol25
Level of theory: ωB97M-V/def2-TZVPD

CARTESIAN COORDINATES (ANGSTROEM)
H (1.80, 1.49, 0.03)
S (3.64, -0.44, -0.74)
P (5.51, -0.05, 0.07)
O (3.18, 0.23, 2.20)
S (-0.55, 1.04, -0.35)
O (6.31, 0.47, -1.08)
O (1.00, 0.97, 0.45)
P (2.35, -0.49, 1.24)

Calculated values
Lowest unoccupied orbital energy in eV: 2.542
Orbital gap in eV: 6.17
Net charge: -1

***

Formula: C4H15NO3
Source: OMol25
Level of theory: ωB97M-V/def2-TZVPD

CARTESIAN COORDINATES (ANGSTROEM)
H (1.16, -2.33, 2.16)
H (2.16, 0.33, 1.36)
H (0.26, -1.80, -0.97)
H (1.12, 0.57, 1.24)
H (0.30, 2.15, 1.57)
H (-1.00, -0.47, 0.84)
H (-0.72, 1.97, -2.14)
H (-2.15, 2.23, -0.14)
O (-0.64, -2.14, -1.27)
C (-1.79, 1.21, -0.33)
C (0.26, 1.28, 0.89)
H (-1.71, 0.81, 1.81)
O (1.63, -1.05, -0.46)
H (-0.56, -3.10, -1.33)
H (-0.50, 0.25, -1.78)
O (0.89, -1.46, 1.88)
N (0.53, 1.62, -0.51)
C (-1.11, 0.62, 0.92)
H (1.33, 1.04, -0.75)
H (2.46, -1.48, -0.72)
H (1.31, -1.22, 0.89)
C (-0.65, 1.24, -1.33)
H (-2.63, 0.59, -0.68)

Calculated values
Lowest unoccupied orbital energy (spin up / spin down) in eV: 3.924 / 3.756
Spin multiplicity: 2
Orbital gap (spin up / spin down) in eV: 7.13 / 8.14
Net charge: -1
⟨S²⟩: 0.75

***

Formula: C6H14N2O2
Source: OMol25
Level of theory: ωB97M-V/def2-TZVPD

CARTESIAN COORDINATES (ANGSTROEM)
C (-0.16, 0.67, -2.72)
N (0.64, 1.08, -1.70)
H (0.11, -1.92, 2.97)
C (1.38, 2.34, -1.80)
N (-0.18, -1.51, 2.11)
H (-0.05, -2.85, 0.44)
H (-1.37, -3.09, 1.64)
H (-0.16, 0.51, 4.04)
H (-0.41, -1.33, -1.89)
C (-1.00, -0.56, -2.37)
C (-0.10, -0.18, 2.00)
H (-1.87, -0.26, -1.79)
H (0.37, 0.72, -0.80)
H (1.39, 2.79, -0.81)
H (0.83, 1.51, 3.03)
H (-1.41, -0.93, -3.31)
H (2.32, 2.18, -2.30)
H (-1.47, -1.81, 0.49)
H (1.37, -0.11, 3.62)
H (0.78, 3.01, -2.43)
C (0.55, 0.47, 3.20)
O (-0.22, 1.21, -3.80)
C (-0.77, -2.39, 1.11)
O (-0.57, 0.45, 1.08)

Calculated values
SMILES: CNC(C)=O.CNC(C)=O
Lowest unoccupied orbital energy in eV: 0.547
Orbital gap in eV: 9.71

***

Formula: C11H18NO
Source: OMol25
Level of theory: ωB97M-V/def2-TZVPD

CARTESIAN COORDINATES (ANGSTROEM)
H (-2.08, -2.31, -0.47)
H (-2.89, 1.50, 0.99)
C (-1.04, 0.96, 1.47)
H (1.92, 0.73, -1.39)
C (-0.34, 2.00, -0.61)
C (2.47, -1.90, 0.57)
H (1.89, 0.20, 1.18)
O (0.45, -2.78, -0.43)
H (0.58, 2.27, -0.35)
H (-1.09, 2.67, -0.35)
H (-2.24, 2.12, 2.62)
C (2.63, 0.06, -0.87)
H (3.61, -1.94, 0.89)
H (-2.78, -0.05, -0.32)
C (1.76, -2.90, 0.12)
C (-0.66, 0.64, -0.02)
H (-1.47, -1.70, -2.18)
N (0.32, -0.45, -0.11)
C (-2.16, 1.93, 1.61)
H (2.12, -3.90, 0.09)
H (3.54, 0.54, -0.46)
C (-1.49, -1.52, -1.06)
C (-1.88, -0.07, -0.79)
H (-1.94, 0.34, -1.79)
H (-1.93, 2.91, 1.12)
H (-0.33, 1.98, -1.68)
C (-0.14, -1.59, -0.56)
H (-0.24, 1.33, 2.08)
H (2.86, -0.66, -1.69)
C (1.82, -0.50, 0.30)
H (-1.28, 0.09, 2.09)

Calculated values
SMILES: CC[C@]1(C)CCC2=[N+]1[C@H](C)C=CO2
Lowest unoccupied orbital energy in eV: -3.299
Orbital gap in eV: 10.36
Net charge: +1

***

Formula: C6H9N
Source: OMol25
Level of theory: ωB97M-V/def2-TZVPD

CARTESIAN COORDINATES (ANGSTROEM)
H (-3.06, -0.65, -0.58)
H (3.17, -0.89, 0.06)
C (2.29, -0.33, 0.32)
H (-0.26, -2.03, -0.83)
H (2.62, 0.68, 0.67)
H (-0.74, 2.13, 0.28)
C (1.17, -0.27, -0.77)
C (-2.43, -0.33, 0.25)
H (1.52, 1.76, -0.70)
C (-1.04, -0.06, -0.20)
H (-2.46, -1.11, 1.02)
H (-2.88, 0.58, 0.69)
C (-0.43, 1.18, -0.13)
N (0.81, 1.05, -0.60)
C (-0.06, -0.97, -0.67)
H (1.78, -0.73, 1.20)

Calculated values
SMILES: Cc1c[nH]c(C)c1
Lowest unoccupied orbital energy in eV: 0.963
Orbital gap in eV: 8.60

***

Formula: C7H5N2O2S2
Source: OMol25
Level of theory: ωB97M-V/def2-TZVPD

CARTESIAN COORDINATES (ANGSTROEM)
H (2.08, 2.25, -0.59)
O (1.47, -1.44, 2.97)
H (-0.18, -1.51, -3.27)
C (-0.61, -1.19, -2.29)
C (-1.85, -1.69, -1.97)
O (0.10, -1.96, 1.23)
H (-1.41, 0.58, 1.51)
N (-0.06, -0.32, -1.39)
N (1.83, 1.05, 1.17)
S (-0.25, 2.46, 0.15)
H (-2.66, -2.35, -2.33)
C (-0.83, -0.10, -0.40)
S (-2.26, -1.10, -0.36)
H (1.78, 3.20, 1.02)
C (-0.51, 0.79, 0.74)
C (1.66, 2.26, 0.56)
C (0.87, 0.28, 1.34)
C (0.84, -1.22, 1.91)

Calculated values
SMILES: O=C([O-])C1=NCS[C@H]1c1nccs1
Lowest unoccupied orbital energy in eV: 2.942
Orbital gap in eV: 7.73
Net charge: -1

***

Formula: C38H35BF6HfIN9O7P
Source: OMol25
Level of theory: ωB97M-V/def2-TZVPD

CARTESIAN COORDINATES (ANGSTROEM)
C (0.34, -2.96, -2.00)
H (2.04, 4.31, 1.66)
O (-0.61, -1.43, 1.39)
H (4.32, -3.66, -2.97)
N (-1.58, 2.31, -0.12)
H (2.61, -1.55, -3.27)
C (0.70, 2.93, 2.61)
H (3.07, -6.29, 1.65)
H (2.75, -7.42, -2.63)
H (-1.74, 3.25, -4.71)
N (0.55, 0.64, -2.04)
C (2.96, -2.84, 1.60)
F (-2.55, -4.09, -1.22)
C (-1.21, -1.16, 2.47)
O (0.07, -2.18, 4.26)
H (-3.65, 4.06, 1.50)
C (3.88, -0.64, 1.40)
C (1.36, 5.05, 3.55)
C (3.11, -5.30, 1.23)
H (-1.07, 5.43, 0.69)
H (-4.55, 0.92, -4.26)
F (-1.43, -3.67, 0.69)
H (-0.85, 3.45, 5.57)
C (0.54, 4.80, 4.64)
C (-1.95, 2.21, -4.97)
H (1.04, -3.04, 0.66)
N (-2.48, 0.60, -1.76)
C (3.26, -5.30, -0.22)
C (-0.34, 4.00, -0.82)
N (-0.67, 2.71, -1.04)
C (1.87, -2.38, 0.86)
H (1.22, -3.59, -1.92)
C (-0.92, -1.65, 3.82)
O (-0.11, 0.97, 1.54)
C (-1.84, 3.36, 0.67)
C (3.03, -4.24, 2.03)
H (-2.42, 3.67, 2.70)
H (0.76, 5.76, -1.22)
H (0.49, 4.74, -2.65)
C (3.90, -4.42, -2.33)
H (-0.21, -3.26, -2.89)
H (3.52, 0.94, -3.58)
C (3.78, -4.23, -0.97)
H (4.79, -2.22, 2.55)
I (0.35, 6.25, 6.16)
H (2.79, 2.16, -2.51)
H (2.71, 0.66, 0.15)
F (-3.48, -4.71, 0.82)
H (-0.63, 1.76, 3.79)
C (2.79, -0.31, 0.61)
H (-0.31, -3.12, -1.15)
C (-2.14, -1.25, 4.66)
N (1.78, -1.14, 0.40)
H (-2.68, 2.19, -5.77)
C (3.05, -6.50, -2.14)
H (0.07, 2.53, -3.13)
O (-3.93, 0.34, 4.20)
H (1.67, 4.26, -1.43)
H (2.14, 1.91, -4.13)
C (1.68, 0.37, -2.72)
C (1.43, 4.12, 2.53)
B (-0.39, 1.86, -2.28)
H (-3.30, 2.36, 1.88)
C (-0.19, 3.63, 4.73)
C (-4.78, -0.23, -1.50)
O (-2.40, -1.62, 5.77)
C (-3.73, 0.93, -3.57)
F (-4.33, -2.96, -0.43)
C (-2.38, -0.34, 2.47)
O (1.37, 2.20, 0.45)
C (-3.69, 0.40, -2.28)
H (4.65, 0.08, 1.59)
Hf (-1.21, 0.04, 0.03)
F (-2.27, -1.86, -0.55)
C (2.59, 1.41, -3.27)
C (-2.48, 1.49, -3.78)
C (3.96, -1.92, 1.92)
F (-3.21, -2.49, 1.47)
O (-2.76, 0.25, 1.41)
N (3.53, -5.55, -2.92)
C (0.72, -1.53, -2.11)
C (0.70, 4.74, -1.58)
H (-4.50, -0.27, -0.45)
N (-0.03, -0.53, -1.64)
H (4.11, -3.31, -0.51)
C (-0.09, 2.69, 3.73)
C (1.82, -1.00, -2.79)
H (-1.03, 1.74, -5.31)
C (-2.97, -0.28, 3.81)
H (1.93, 5.97, 3.50)
N (-1.75, 1.27, -2.68)
P (-2.92, -3.39, 0.16)
H (-4.95, -1.25, -1.85)
C (-2.86, 3.35, 1.75)
C (0.69, 1.98, 1.45)
C (-1.07, 4.45, 0.26)
N (2.92, -6.43, -0.84)
H (2.98, -4.39, 3.10)
H (-5.70, 0.33, -1.63)

Calculated values
Lowest unoccupied orbital energy (spin up / spin down) in eV: -1.483 / -3.554
Spin multiplicity: 2
Orbital gap (spin up / spin down) in eV: 7.60 / 5.53
⟨S²⟩: 0.77

***

Formula: C6H10N
Source: OMol25
Level of theory: ωB97M-V/def2-TZVPD

CARTESIAN COORDINATES (ANGSTROEM)
H (1.35, -0.90, 0.69)
C (0.98, -0.07, 0.09)
H (1.00, 0.89, 0.61)
C (-0.81, -0.43, 0.23)
C (-0.68, -0.42, 2.65)
H (3.01, 0.23, -2.59)
C (-1.54, 0.67, -0.51)
H (1.35, -0.12, -3.21)
H (-0.88, -1.39, -0.28)
N (-1.16, -0.55, 1.51)
H (-1.45, 1.62, 0.01)
H (-1.15, 0.77, -1.52)
H (0.36, -0.16, 2.85)
C (1.55, -0.01, -1.15)
H (-2.59, 0.41, -0.57)
H (-1.32, -0.58, 3.50)
C (1.97, 0.04, -2.34)

Calculated values
Lowest unoccupied orbital energy (spin up / spin down) in eV: -5.697 / -5.698
Orbital gap (spin up / spin down) in eV: 8.44 / 8.44
Net charge: +1

***

Formula: C8H16NO
Source: OMol25
Level of theory: ωB97M-V/def2-TZVPD

CARTESIAN COORDINATES (ANGSTROEM)
H (0.86, -0.47, 2.40)
C (-0.22, -1.36, 0.88)
H (-2.21, -2.39, -1.40)
H (-2.99, -0.50, 0.03)
N (0.61, 1.85, -0.08)
H (-1.95, 0.84, 0.01)
H (-0.42, 0.67, 2.04)
H (-0.06, -0.61, -1.11)
H (2.50, 3.09, -0.43)
H (2.72, -0.42, 1.10)
O (-0.57, 2.37, 0.23)
H (-0.57, -3.02, -1.47)
C (1.18, 0.79, 0.55)
C (1.47, 2.70, -0.88)
C (-0.95, -1.05, -0.41)
H (-2.26, 0.25, -1.39)
C (2.45, 0.24, 0.34)
H (0.55, -2.00, 0.78)
H (1.82, 2.07, -1.86)
C (-1.38, -2.47, -0.87)
C (0.37, -0.05, 1.54)
H (0.71, 3.50, -1.08)
C (-2.12, -0.08, -0.47)
H (-1.07, -1.77, 1.64)
H (3.15, 0.96, -0.06)
H (-1.62, -3.15, -0.04)

Calculated values
SMILES: C=C(CCC(C)C)N(C)[O-]
Lowest unoccupied orbital energy (spin up / spin down) in eV: 3.845 / 3.845
Orbital gap (spin up / spin down) in eV: 5.58 / 5.58
Net charge: -1

***

Calculated DFT total energy (eV), listed in the same order as above: -8804.3084 -46408.6145 -12021.5620 -13525.0835 -15227.9280 -7855.9701 -36085.9948 -103406.8031 -7863.5426 -12088.9367
Calculated energy relative to the best compared isomer or geometry (same formula, charge and spin) (kJ/mol), listed in the same order as above: 833.9 389.9 166.7 52.2 177.1 211.3 0.0 61.3 270.7 57.6